Here is a 12-piece molecular cluster, C78H188N12O22 overall from the OMol25 dataset. Energies are from ωB97M-V/def2-TZVPD.

Geometry as XYZ:
```
300
Properties=species:S:1:pos:R:3:lowdin_charge:R:1
C 7.350 1.710 -1.649 -0.027
C 7.402 2.593 -2.972 -0.470
C 8.275 1.854 -3.976 -0.188
C 8.146 2.348 -5.339 -0.194
C 6.670 2.228 -5.803 -0.119
C 5.710 3.057 -4.960 -0.494
N 6.022 2.813 -3.498 -0.133
O 5.170 3.425 -2.629 -0.006
C 5.889 4.527 -5.354 -0.037
C 4.264 2.618 -5.244 -0.037
C 8.060 3.938 -2.644 -0.036
H 8.290 1.246 -1.352 0.076
H 6.673 0.883 -1.865 0.076
H 7.000 2.184 -0.732 0.072
H 9.316 2.004 -3.689 0.122
H 8.159 0.771 -3.949 0.125
H 8.837 1.823 -5.998 0.116
H 8.527 3.365 -5.438 0.108
H 6.262 1.227 -5.944 0.119
H 6.740 2.738 -6.763 0.112
H 5.275 5.121 -4.677 0.086
H 6.906 4.867 -5.158 0.059
H 5.765 4.752 -6.413 0.086
H 4.040 2.804 -6.294 0.082
H 4.292 1.542 -5.068 0.077
H 3.351 3.033 -4.817 0.081
H 7.345 4.419 -1.976 0.082
H 8.247 4.589 -3.498 0.067
H 9.038 3.789 -2.188 0.084
H 4.657 2.700 -2.265 0.109
C 11.775 -6.873 -11.247 -0.022
C 11.381 -5.803 -10.206 -0.499
C 11.768 -4.356 -10.593 -0.169
C 11.033 -3.759 -11.755 -0.176
C 9.534 -3.739 -11.291 -0.119
C 8.976 -5.127 -10.840 -0.462
N 9.934 -5.804 -9.889 -0.123
O 9.407 -7.058 -9.513 -0.019
C 7.775 -4.840 -9.924 -0.058
C 8.638 -6.028 -12.048 -0.019
C 12.134 -6.066 -8.897 -0.051
H 12.850 -7.008 -11.365 0.081
H 11.425 -6.647 -12.254 0.062
H 11.335 -7.833 -10.976 0.082
H 11.519 -3.732 -9.735 0.117
H 12.853 -4.319 -10.693 0.121
H 11.208 -4.356 -12.650 0.105
H 11.351 -2.718 -11.818 0.113
H 9.196 -3.387 -12.266 0.110
H 9.343 -2.923 -10.594 0.115
H 7.073 -4.116 -10.337 0.079
H 7.111 -5.681 -9.724 0.077
H 8.038 -4.454 -8.939 0.084
H 9.397 -5.861 -12.812 0.067
H 8.553 -7.091 -11.825 0.082
H 7.654 -5.729 -12.408 0.082
H 11.863 -6.970 -8.352 0.078
H 11.925 -5.287 -8.163 0.080
H 13.214 -6.083 -9.038 0.083
H 9.223 -6.884 -8.587 0.102
C -7.978 12.672 8.668 -0.103
O -8.859 11.540 8.609 -0.192
C -9.838 11.696 7.559 -0.210
C -11.066 10.713 7.722 -0.201
N -10.755 9.420 7.168 -0.053
C -10.844 9.406 5.686 -0.177
C -10.546 7.963 5.132 -0.253
O -9.301 7.594 5.616 -0.213
C -8.697 6.378 5.007 -0.048
H -7.343 12.704 7.783 0.082
H -7.380 12.641 9.579 0.085
H -8.576 13.583 8.712 0.078
H -9.372 11.656 6.574 0.108
H -10.271 12.696 7.524 0.105
H -11.998 11.199 7.431 0.111
H -11.218 10.689 8.801 0.110
H -9.752 9.380 7.281 0.093
H -10.062 9.992 5.203 0.098
H -11.793 9.822 5.346 0.115
H -10.565 7.926 4.043 0.111
H -11.263 7.199 5.431 0.114
H -9.430 5.571 5.017 0.078
H -7.850 6.068 5.620 0.083
H -8.406 6.543 3.970 0.079
C 8.489 -8.905 -4.434 -0.146
O 8.323 -9.944 -5.330 -0.192
C 8.252 -11.244 -4.727 -0.210
C 7.989 -12.378 -5.705 -0.215
N 9.276 -12.897 -6.183 -0.073
C 9.126 -13.656 -7.485 -0.160
C 10.496 -14.280 -7.905 -0.225
O 11.186 -13.397 -8.742 -0.220
C 12.603 -13.489 -9.033 -0.076
H 8.611 -7.924 -4.892 0.091
H 9.313 -9.105 -3.749 0.080
H 7.701 -8.933 -3.682 0.080
H 7.446 -11.235 -3.993 0.117
H 9.222 -11.435 -4.266 0.122
H 7.426 -11.992 -6.554 0.117
H 7.437 -13.149 -5.166 0.117
H 9.816 -12.091 -6.464 0.099
H 8.798 -12.938 -8.236 0.113
H 8.352 -14.412 -7.352 0.110
H 10.286 -15.198 -8.452 0.109
H 11.173 -14.491 -7.077 0.117
H 12.682 -14.265 -9.794 0.083
H 13.301 -13.586 -8.201 0.081
H 12.881 -12.530 -9.468 0.081
C 3.868 1.847 8.542 -0.118
O 2.863 1.256 9.345 -0.192
C 1.966 2.188 9.955 -0.210
C 2.516 2.879 11.232 -0.180
N 1.542 3.938 11.623 -0.086
C 1.725 4.585 12.928 -0.210
C 3.069 5.347 13.014 -0.198
O 3.115 6.143 14.198 -0.190
C 2.314 7.278 14.157 -0.140
H 4.363 1.092 7.931 0.084
H 4.712 2.235 9.110 0.078
H 3.429 2.615 7.905 0.087
H 1.143 1.588 10.344 0.117
H 1.576 2.861 9.191 0.119
H 3.462 3.350 10.964 0.104
H 2.672 2.173 12.048 0.119
H 0.556 3.720 11.617 0.102
H 1.478 3.900 13.739 0.118
H 0.928 5.324 13.013 0.103
H 3.304 5.984 12.161 0.122
H 3.865 4.604 13.068 0.114
H 1.312 6.975 14.459 0.079
H 2.306 7.815 13.208 0.092
H 2.595 7.985 14.937 0.087
C 1.199 -2.052 -3.314 -0.140
O 0.507 -1.538 -2.247 -0.194
C 1.307 -1.486 -1.076 -0.213
C 0.679 -0.582 0.044 -0.195
N 0.547 0.826 -0.383 -0.054
C -0.023 1.706 0.679 -0.204
C -0.651 2.957 0.115 -0.209
O -1.598 2.620 -0.927 -0.209
C -2.242 3.766 -1.504 -0.097
H 1.935 -1.272 -3.510 0.084
H 0.500 -2.078 -4.150 0.094
H 1.692 -3.001 -3.104 0.090
H 2.301 -1.138 -1.358 0.112
H 1.371 -2.461 -0.592 0.115
H 1.199 -0.676 0.997 0.113
H -0.262 -1.078 0.280 0.109
H -0.052 0.910 -1.191 0.092
H 0.577 1.739 1.589 0.119
H -0.861 1.140 1.086 0.105
H 0.052 3.687 -0.287 0.119
H -1.232 3.385 0.931 0.119
H -1.488 4.475 -1.845 0.081
H -2.902 4.261 -0.792 0.082
H -2.839 3.481 -2.371 0.082
C -5.528 -4.992 0.095 -0.158
O -6.019 -3.861 0.692 -0.187
C -6.923 -3.128 -0.105 -0.195
C -7.105 -1.751 0.666 -0.158
N -8.239 -1.835 1.574 -0.081
C -9.577 -1.715 1.079 -0.228
C -10.580 -1.977 2.275 -0.141
O -10.234 -3.315 2.880 -0.212
C -11.278 -3.905 3.649 -0.127
H -4.955 -4.894 -0.827 0.086
H -6.303 -5.737 -0.085 0.086
H -4.824 -5.457 0.786 0.088
H -7.852 -3.696 -0.161 0.110
H -6.625 -3.049 -1.151 0.112
H -7.139 -0.912 -0.029 0.108
H -6.184 -1.528 1.205 0.110
H -8.189 -2.562 2.273 0.107
H -9.849 -2.453 0.324 0.101
H -9.822 -0.748 0.641 0.114
H -11.537 -2.020 1.757 0.107
H -10.519 -1.133 2.963 0.114
H -12.051 -4.279 2.978 0.083
H -11.878 -3.223 4.252 0.074
H -10.861 -4.561 4.412 0.087
C -10.840 6.715 -3.166 -0.095
O -10.794 5.533 -4.009 -0.180
C -9.716 5.494 -4.915 -0.218
C -9.744 4.091 -5.620 -0.201
N -8.432 3.598 -5.976 -0.097
C -8.579 2.300 -6.555 -0.221
C -7.167 1.766 -6.858 -0.204
O -6.511 1.517 -5.601 -0.202
C -5.150 1.185 -5.883 -0.113
H -11.751 6.550 -2.590 0.086
H -10.925 7.667 -3.691 0.076
H -10.009 6.968 -2.508 0.079
H -8.722 5.650 -4.496 0.111
H -9.750 6.265 -5.686 0.115
H -10.307 4.181 -6.549 0.113
H -10.291 3.377 -5.004 0.113
H -7.730 3.635 -5.251 0.110
H -9.173 2.537 -7.437 0.120
H -9.139 1.640 -5.892 0.118
H -6.554 2.493 -7.391 0.118
H -7.221 0.811 -7.379 0.117
H -5.085 0.202 -6.350 0.085
H -4.732 1.107 -4.879 0.085
H -4.565 1.921 -6.434 0.086
C 0.002 -12.282 -0.660 -0.079
O -1.027 -12.526 -1.689 -0.203
C -0.536 -13.219 -2.893 -0.186
C -0.024 -14.657 -2.650 -0.225
N -1.110 -15.518 -2.109 -0.037
C -0.614 -16.685 -1.307 -0.186
C -1.741 -17.511 -0.587 -0.163
O -2.187 -16.701 0.580 -0.232
C -3.138 -17.221 1.487 -0.120
H -0.364 -12.153 0.359 0.084
H 0.612 -11.420 -0.929 0.077
H 0.756 -13.066 -0.595 0.065
H 0.308 -12.632 -3.256 0.111
H -1.262 -13.303 -3.701 0.119
H 0.838 -14.603 -1.985 0.089
H 0.393 -14.967 -3.609 0.111
H -1.732 -14.920 -1.584 0.096
H 0.014 -16.484 -0.439 0.104
H 0.000 -17.321 -1.943 0.110
H -1.512 -18.555 -0.373 0.110
H -2.638 -17.606 -1.199 0.105
H -3.982 -17.465 0.841 0.083
H -3.547 -16.370 2.032 0.082
H -2.763 -17.958 2.197 0.085
C -0.969 -6.094 7.450 -0.133
O -0.600 -7.110 6.575 -0.196
C 0.827 -7.120 6.364 -0.196
C 1.700 -7.648 7.497 -0.243
N 1.700 -9.054 7.660 -0.031
C 0.481 -9.543 8.388 -0.185
C 0.228 -11.048 8.221 -0.196
O 0.443 -11.374 6.845 -0.203
C -0.459 -12.222 6.290 -0.151
H -1.121 -5.201 6.844 0.085
H -0.170 -5.891 8.163 0.077
H -1.931 -6.228 7.945 0.089
H 1.173 -6.145 6.021 0.115
H 0.880 -7.700 5.443 0.124
H 1.445 -7.105 8.407 0.107
H 2.723 -7.274 7.459 0.114
H 1.534 -9.545 6.793 0.090
H -0.483 -9.120 8.108 0.107
H 0.547 -9.382 9.464 0.115
H -0.757 -11.211 8.658 0.121
H 0.973 -11.691 8.690 0.123
H -0.493 -13.259 6.622 0.087
H -0.209 -12.222 5.229 0.092
H -1.451 -11.791 6.429 0.090
C 0.941 15.758 5.830 -0.108
O 1.003 14.361 6.050 -0.205
C 0.104 13.844 7.031 -0.192
C 0.650 12.527 7.698 -0.199
N 0.579 11.417 6.777 -0.082
C 1.513 10.362 7.108 -0.235
C 1.493 9.222 6.097 -0.191
O 1.735 9.563 4.695 -0.210
C 2.997 10.148 4.286 -0.090
H -0.032 16.082 5.460 0.085
H 1.785 16.175 5.282 0.089
H 0.991 16.149 6.846 0.076
H -0.792 13.534 6.493 0.120
H -0.138 14.519 7.852 0.113
H -0.021 12.265 8.515 0.114
H 1.686 12.581 8.033 0.109
H 0.686 11.682 5.808 0.106
H 1.229 9.931 8.068 0.123
H 2.522 10.773 7.157 0.108
H 0.491 8.796 6.133 0.117
H 2.124 8.391 6.413 0.113
H 2.891 11.231 4.344 0.076
H 3.171 9.960 3.226 0.080
H 3.828 9.776 4.885 0.084
C -6.716 12.710 -4.549 -0.112
O -6.967 13.189 -3.237 -0.193
C -8.336 13.246 -2.927 -0.231
C -8.458 13.664 -1.435 -0.217
N -8.196 12.718 -0.393 -0.061
C -6.879 12.069 -0.434 -0.196
C -6.606 11.127 0.748 -0.195
O -6.496 11.883 1.964 -0.211
C -6.089 11.089 3.044 -0.132
H -6.600 11.627 -4.589 0.084
H -5.724 12.984 -4.909 0.080
H -7.371 13.097 -5.329 0.087
H -8.800 12.273 -3.090 0.120
H -8.934 13.911 -3.550 0.117
H -9.530 13.849 -1.355 0.113
H -7.892 14.590 -1.336 0.120
H -8.195 13.251 0.466 0.105
H -6.061 12.743 -0.690 0.121
H -6.941 11.370 -1.268 0.110
H -5.650 10.606 0.698 0.115
H -7.402 10.400 0.908 0.120
H -6.915 10.501 3.442 0.083
H -5.891 11.898 3.747 0.088
H -5.172 10.507 2.951 0.088
```

Computed properties:
Strongest force on any atom (eV/Å): 3.47
SMILES: CC1(C)CCCC(C)(C)N1O.CC1(C)CCCC(C)(C)N1O.COCCNCCOC.COCCNCCOC.COCCNCCOC.COCCNCCOC.COCCNCCOC.COCCNCCOC.COCCNCCOC.COCCNCCOC.COCCNCCOC.COCCNCCOC
E_tot (Ha): -5396.12928
Net charge: 0
Relative energy (zero: lowest compared OMol25 entry of this formula, charge and spin) (kJ/mol): 696.1
LUMO energy (eV): 0.4
Orbital gap (Eh): 0.3066